Formula: C6H40NO18S
Source: OMol25
Level of theory: ωB97M-V/def2-TZVPD

Summary:
Spin multiplicity   1
HOMO level   -7.23 eV
Charge   -1
ΔE to the lowest compared entry with this formula, charge and spin   10.2 kJ/mol

Geometry (Å):
1 C 2.8495 -3.7744 -0.0548
2 O 1.5361 -3.9782 0.5553
3 C 0.8058 -2.8590 0.7619
4 C 1.1630 -2.0677 2.0232
5 N 0.4422 -0.8007 2.2466
6 H 0.5188 -0.1733 1.4860
7 H -0.6574 -0.8988 2.3829
8 C 0.7027 -0.0373 3.4917
9 C -0.2710 1.0733 3.7404
10 O 0.1275 1.9725 4.7036
11 C -0.8341 2.8010 5.1340
12 H 2.7619 -3.8533 -1.0837
13 H 3.2578 -4.5186 0.3935
14 H 3.1385 -2.8655 0.2689
15 H -0.1430 -3.1643 0.8421
16 H 0.5804 -2.3377 -0.2244
17 H 2.2042 -1.9907 2.0113
18 H 0.9595 -2.8222 2.8481
19 H 1.8195 0.2318 3.2921
20 H 0.6683 -0.6698 4.4552
21 H -1.2342 0.4880 4.1345
22 H -0.6890 1.7228 2.9871
23 H -1.5238 2.1430 5.7224
24 H -1.4486 3.5167 4.3547
25 H -0.4313 3.5430 5.8954
26 S -0.4721 0.5153 -1.0600
27 O 0.0312 -0.0989 -2.3019
28 O 0.5232 0.4457 -0.0336
29 O -0.8008 1.8346 -1.3108
30 O -1.6812 -0.1984 -0.6496
31 O 0.4316 3.9511 -2.0560
32 H 0.5641 3.8262 -3.0314
33 H 0.0275 3.0723 -1.8576
34 O 2.3934 -1.1997 -2.7869
35 H 1.6847 -0.5465 -2.5459
36 H 3.0186 -1.3448 -2.0953
37 O -0.6701 0.6634 -4.6091
38 H -0.3649 -0.0743 -5.1584
39 H -0.5438 0.3869 -3.7781
40 O -0.6675 -2.5071 -2.6931
41 H 0.2556 -3.0338 -2.7509
42 H -0.4297 -1.6601 -2.7142
43 O -4.1540 -0.5221 -1.3236
44 H -3.8738 0.0205 -2.2673
45 H -3.3112 -0.3098 -1.0532
46 O 2.5801 0.9883 -4.3225
47 H 1.7247 0.8742 -4.5708
48 H 2.5071 0.0678 -3.9249
49 O -2.4574 -3.1777 -0.8518
50 H -1.7559 -2.7984 -1.5574
51 H -2.5811 -2.3224 -0.3258
52 O 1.3997 2.6918 1.0871
53 H 1.9993 2.9925 0.4667
54 H 1.1434 1.7964 0.7257
55 O -2.7618 3.1153 -2.5138
56 H -2.2670 2.6499 -1.8107
57 H -2.0312 3.2339 -3.1401
58 O -2.4352 -0.7751 1.6909
59 H -3.0246 -1.3807 2.0285
60 H -2.4177 -0.5983 0.7508
61 O 2.9283 -0.3493 -0.2166
62 H 3.1349 0.2709 -0.8166
63 H 2.0301 -0.1343 -0.1148
64 O -1.7951 3.1503 0.6656
65 H -1.4255 2.6291 -0.0642
66 H -2.7593 3.1749 0.5242